1.
Formula: C20H20N4O4S
Source: the OMol25 dataset
Level of theory: ωB97M-V/def2-TZVPD

Calculated values
* frontier orbital gap: 8.726 eV
* lowest unoccupied orbital energy: 0.388 eV
* energy above the lowest of the compared OMol25 structures with the same formula, charge and spin: 136.8 kJ/mol

Atoms and positions in Å:
S: 2.424 -0.622 1.041
O: 1.094 -0.270 1.458
O: 3.451 -0.683 2.045
O: -3.434 -2.648 -0.559
O: 0.099 -2.094 -0.526
N: -2.389 -0.853 -1.434
N: -3.046 1.940 1.435
N: -0.867 2.294 0.556
N: -2.626 1.725 -0.820
C: -1.135 -2.561 -0.217
C: -0.435 2.567 1.773
C: -3.888 1.032 -1.000
C: 0.987 -2.761 0.235
C: 2.087 1.468 -0.731
C: 2.378 -2.293 0.198
C: -2.163 1.976 0.432
C: -2.397 -2.029 -0.755
C: 0.343 -3.673 1.026
C: -1.028 -3.554 0.725
C: -2.589 2.212 2.641
C: -1.263 2.539 2.884
C: 4.667 1.228 -1.749
C: 2.955 0.508 -0.253
C: -1.225 -0.027 -1.693
C: -1.664 1.434 -1.855
C: 4.241 0.377 -0.743
C: 2.520 2.317 -1.738
C: 3.803 2.193 -2.247
C: -3.662 -0.266 -1.796
H: -0.547 -0.074 -0.839
H: -0.898 2.752 3.873
H: 4.137 2.857 -3.030
H: 2.736 -2.118 -0.813
H: -3.323 2.164 3.437
H: 1.857 3.079 -2.119
H: 3.048 -2.941 0.752
H: -4.590 1.680 -1.537
H: -0.806 2.094 -1.740
H: 0.616 2.816 1.852
H: -4.437 -0.996 -1.560
H: 4.894 -0.370 -0.320
H: -4.292 0.820 -0.010
H: -1.844 -4.102 1.148
H: -0.694 -0.380 -2.586
H: 5.668 1.143 -2.141
H: -3.676 -0.073 -2.874
H: -2.133 1.617 -2.825
H: 0.796 -4.341 1.730
H: 1.100 1.554 -0.302

Cartesian forces, eV/Å:
S 0.319 -0.063 0.001
O -0.167 0.083 -0.309
O 0.346 -0.105 -0.127
O 0.137 -0.220 0.248
O 0.113 0.038 -0.230
N -0.128 0.074 0.096
N -0.230 -0.094 -0.125
N -0.017 -0.082 -0.240
N -0.016 0.003 -0.231
C -0.072 -1.007 0.879
C -0.193 0.007 0.302
C -0.316 -0.143 -0.038
C -0.257 -0.731 0.518
C -0.128 -0.024 0.068
C -0.267 0.934 0.094
C 0.106 0.360 0.429
C -0.248 0.252 -0.361
C 0.480 0.379 -0.441
C -0.224 0.597 -0.603
C 0.287 0.063 0.096
C 0.013 0.012 -0.047
C 0.014 -0.090 0.043
C -0.204 -0.465 0.380
C 0.475 0.299 -0.119
C 0.175 -0.157 -0.078
C 0.162 -0.003 -0.027
C 0.032 0.001 0.020
C -0.022 0.035 -0.019
C -0.317 -0.021 -0.062
H -0.081 0.089 -0.188
H 0.037 0.026 0.101
H 0.024 0.055 -0.067
H 0.083 -0.087 -0.080
H 0.030 0.028 0.122
H -0.077 0.075 -0.023
H 0.047 0.017 0.058
H -0.054 -0.100 0.058
H -0.069 -0.107 -0.168
H 0.084 -0.005 0.100
H 0.074 0.182 -0.131
H 0.170 -0.067 0.002
H -0.027 -0.012 -0.230
H -0.220 -0.058 0.035
H 0.056 0.097 0.079
H 0.083 -0.012 -0.022
H -0.042 -0.034 0.055
H 0.063 0.021 0.035
H 0.166 -0.094 0.170
H -0.199 0.053 -0.027

---

2.
Formula: C20H20NP
Source: the OMol25 dataset
Level of theory: ωB97M-V/def2-TZVPD

Calculated values
* frontier orbital gap: 8.324 eV
* lowest unoccupied orbital energy: 0.664 eV

Atoms and positions in Å:
P: -0.158 0.117 0.401
N: -0.008 -0.479 1.872
C: -0.103 2.871 -0.201
C: 0.610 -1.810 2.050
C: 1.324 -2.808 -2.158
C: 0.505 1.848 0.502
C: 1.596 4.362 0.606
C: -1.885 0.046 -0.188
C: -4.330 -0.272 0.100
C: 2.348 3.291 1.112
C: 3.005 -1.139 -2.023
C: 2.556 -2.347 -2.584
C: 1.806 2.042 1.145
C: -3.368 -0.211 -2.125
C: 0.956 -0.824 -0.813
C: -3.053 -0.082 0.642
C: 0.367 4.218 -0.002
C: -4.483 -0.273 -1.244
C: 2.189 -0.310 -1.195
C: -2.107 -0.084 -1.576
C: 0.489 -2.069 -1.348
C: 0.483 -2.183 3.540
H: 3.238 -3.022 -3.219
H: 0.923 -3.708 -2.630
H: -5.156 -0.414 0.848
H: 2.193 1.254 1.674
H: -0.073 5.096 -0.551
H: -3.564 -0.172 -3.205
H: 1.642 -1.815 1.783
H: -0.481 -2.482 -0.995
H: -1.088 2.666 -0.783
H: 0.098 -2.632 1.541
H: -0.588 -2.545 3.732
H: -2.909 -0.006 1.729
H: -5.430 -0.228 -1.731
H: -1.239 -0.086 -2.196
H: 0.833 -1.332 4.168
H: 4.007 -0.882 -2.294
H: 3.300 3.404 1.667
H: 1.177 -2.969 3.857
H: 2.577 0.627 -0.915
H: 1.801 5.340 1.005

Cartesian forces, eV/Å:
P 1.355 -0.694 2.070
N 0.263 -0.307 -1.239
C -1.590 1.006 -0.066
C -1.409 0.201 1.534
C -1.101 -0.628 -1.251
C 0.901 -0.604 -0.775
C -0.480 0.453 1.152
C -1.808 -0.431 -0.679
C 0.354 0.016 2.479
C 0.428 -0.069 0.985
C -0.657 -0.376 -0.368
C 1.331 -0.123 0.667
C -3.539 1.045 -2.137
C -1.073 0.350 0.872
C -1.735 0.389 -0.411
C 1.833 0.285 0.075
C 0.138 -1.108 -1.879
C 0.909 0.261 -2.361
C 0.405 -2.670 -1.302
C 0.203 0.166 0.464
C 0.298 0.819 1.497
C -0.405 0.015 0.406
H -1.189 1.403 0.982
H 0.149 0.005 0.419
H 0.659 0.319 -1.135
H 1.098 -1.794 1.067
H 0.101 -1.032 1.053
H 0.340 -0.204 0.531
H 0.938 -0.016 -0.438
H 0.740 0.406 -0.491
H 1.869 0.422 1.064
H 0.065 0.094 -0.505
H 1.565 0.887 0.152
H -0.100 -0.188 -0.510
H -0.803 -0.369 0.042
H 0.360 0.118 -0.599
H -0.927 -0.302 -0.344
H 0.434 0.691 0.034
H -0.659 0.441 -0.559
H -0.189 -0.364 -0.426
H 0.163 0.967 0.547
H 0.763 0.521 -0.619

---

3.
Formula: C20H21As2AuCl3OSTe
Source: the OMol25 dataset
Level of theory: ωB97M-V/def2-TZVPD

Calculated values
* frontier orbital gap (spin up / spin down): 7.802 / 5.184 eV
* lowest unoccupied orbital energy (spin up / spin down): -3.133 / -5.891 eV
* multiplicity: 3
* net charge: +1
* energy above the lowest of the compared OMol25 structures with the same formula, charge and spin: 18.5 kJ/mol

Atoms and positions in Å:
Au: -0.380 -1.394 -0.972
Te: -0.720 -3.046 0.952
As: 1.671 -0.105 -1.268
As: -0.580 2.193 -1.274
Cl: -5.867 -0.536 3.654
Cl: -0.608 0.127 3.850
Cl: -3.316 -0.155 -0.906
S: -2.183 -5.740 -0.873
O: -0.978 0.812 0.900
C: -3.207 -0.078 0.802
C: 2.595 3.952 0.938
C: -0.885 -4.923 0.001
C: 2.882 -1.199 -0.151
C: -4.375 -0.363 2.853
C: 0.054 -6.961 -0.723
C: -1.606 3.496 -0.135
C: 2.713 0.175 -2.900
C: -3.192 -0.236 3.585
C: -0.144 3.600 -2.567
C: 2.097 1.569 -0.355
C: -2.003 0.001 2.904
C: 3.311 1.731 0.310
C: 1.167 2.607 -0.459
C: -4.366 -0.354 1.461
C: -1.208 -7.098 -1.227
C: 3.537 2.924 0.964
C: 1.452 3.817 0.153
C: 0.257 -5.753 -0.058
C: -1.961 0.274 1.478
H: 3.659 0.673 -2.691
H: -5.268 -0.557 0.867
H: -0.992 3.767 -3.243
H: 0.734 3.308 -3.127
H: 2.777 -0.902 0.899
H: -1.671 -7.879 -1.803
H: 2.519 -2.230 -0.292
H: 0.814 -7.703 -0.867
H: 2.746 4.850 1.525
H: 3.895 -1.043 -0.537
H: -3.227 -0.362 4.665
H: 2.871 -0.819 -3.324
H: -2.632 3.079 -0.109
H: 4.441 3.044 1.555
H: 4.007 0.921 0.339
H: -1.198 3.444 0.857
H: -0.005 4.591 -2.074
H: 2.122 0.812 -3.593
H: 0.730 4.636 0.110
H: 1.153 -5.482 0.441
H: -1.634 4.516 -0.533

Cartesian forces, eV/Å:
Au 0.024 0.455 -0.008
Te -0.469 -1.085 -0.408
As 1.789 0.315 0.877
As 0.419 2.506 -0.174
Cl -0.031 -0.108 0.136
Cl 0.728 0.123 -0.087
Cl 0.493 0.250 -0.315
S 0.568 0.931 0.527
O -1.158 -1.372 1.264
C -0.332 -0.088 -0.137
C -0.070 -0.206 -0.551
C 0.930 -1.293 -0.558
C -0.564 -0.456 -0.745
C -0.015 0.036 0.293
C -0.155 -0.447 -0.625
C -1.006 -1.233 -0.594
C -0.864 -0.108 -0.467
C 0.295 -0.198 -0.471
C -0.940 0.994 -0.531
C -0.940 0.296 -0.426
C -1.109 0.182 0.964
C -0.845 0.151 -0.379
C 0.078 -1.132 0.532
C -0.294 -0.054 -0.603
C -0.278 0.817 0.262
C 0.278 0.338 0.586
C -0.086 0.347 0.643
C -1.817 1.118 0.587
C 0.609 0.636 -0.630
H -0.104 -0.113 0.253
H 0.389 0.124 0.527
H 0.256 -0.218 -0.120
H 0.189 0.138 -0.263
H 0.046 -0.070 -0.365
H 0.178 -0.290 0.024
H 0.635 0.293 0.162
H 0.250 -0.214 0.031
H 0.103 0.011 -0.143
H -0.136 -0.345 0.338
H 0.194 0.154 -0.260
H 0.091 0.233 -0.246
H 0.353 0.473 0.113
H -0.099 0.001 -0.115
H 0.504 -0.129 0.162
H 0.130 0.136 0.453
H 0.264 -0.905 -0.232
H 0.370 -0.526 0.370
H 0.264 -0.229 0.038
H 0.743 0.121 0.265
H 0.141 -0.361 0.047

---

4.
Formula: C20H21Cl2IN2O8S2SiSn
Source: the OMol25 dataset
Level of theory: ωB97M-V/def2-TZVPD

Calculated values
* frontier orbital gap: 5.458 eV
* lowest unoccupied orbital energy: 3.705 eV
* net charge: -2
* energy above the lowest of the compared OMol25 structures with the same formula, charge and spin: 293.4 kJ/mol

Atoms and positions in Å:
I: 3.096 2.031 4.268
Sn: -0.164 -0.438 -0.131
Cl: -7.544 0.925 1.101
Cl: -4.584 -3.433 0.092
S: 1.989 3.320 -0.920
S: 2.685 -0.212 -1.294
Si: 0.674 -2.901 1.045
O: 0.775 2.626 -0.505
O: 2.403 0.107 0.093
O: 3.151 3.195 -0.062
O: -0.319 0.449 2.478
O: 1.563 -0.978 -1.876
O: -2.359 -1.569 -0.124
O: 1.694 4.704 -1.277
O: 3.965 -0.862 -1.468
N: 1.395 -0.593 3.501
N: -2.532 1.203 -0.050
C: 2.642 3.335 -3.561
C: 2.488 2.533 -2.437
C: -4.867 1.062 0.531
C: -2.592 2.511 -0.011
C: -4.663 -1.712 0.287
C: 1.659 1.720 2.747
C: 0.076 -4.106 2.502
C: -3.618 0.460 0.204
C: -5.890 -1.134 0.591
C: 3.157 0.625 -3.739
C: 3.062 2.793 -4.759
C: -5.985 0.228 0.722
C: -3.768 3.195 0.337
C: 3.289 1.432 -4.851
C: -4.891 2.470 0.631
C: -3.463 -0.987 0.118
C: 0.843 0.477 2.884
C: 2.783 1.155 -2.503
C: 2.603 -3.131 1.319
C: 0.389 -4.088 -0.464
H: 1.032 2.602 2.696
H: 3.344 -0.439 -3.787
H: -6.757 -1.766 0.717
H: 3.561 1.000 -5.806
H: -1.015 -4.092 2.560
H: -0.679 -4.133 -0.688
H: 2.421 4.388 -3.459
H: 3.205 3.428 -5.625
H: 2.400 -0.673 3.500
H: 2.972 -4.102 0.981
H: -1.666 3.032 -0.232
H: 3.111 -2.363 0.733
H: 2.914 -3.010 2.360
H: -3.773 4.277 0.381
H: 0.894 -1.457 3.332
H: -5.805 2.958 0.943
H: 0.385 -5.139 2.332
H: 0.454 -3.812 3.486
H: 2.218 1.645 1.818
H: 0.754 -5.108 -0.327
H: 0.887 -3.648 -1.331

Cartesian forces, eV/Å:
I 0.230 0.146 0.240
Sn -0.526 -0.312 0.327
Cl -0.175 0.095 0.063
Cl -0.045 -0.263 0.031
S -0.484 1.093 0.132
S 0.846 -0.619 -0.940
Si 0.825 -1.822 -0.009
O 0.155 -0.496 0.294
O -0.318 0.747 0.367
O -0.047 -0.396 0.363
O 0.433 0.143 -0.113
O -0.154 -0.165 0.177
O 0.313 0.413 0.045
O 0.176 0.053 -0.245
O 0.025 0.049 0.024
N 0.058 -0.257 -0.260
N 0.230 0.051 -0.004
C 0.009 -0.018 0.106
C 0.213 -0.952 0.310
C 0.280 -0.080 -0.026
C 0.219 -0.117 0.027
C 0.304 0.106 -0.038
C 0.121 0.193 -0.435
C -0.382 0.929 -0.264
C -0.524 0.044 0.145
C 0.084 0.397 -0.008
C -0.007 0.007 0.224
C -0.056 0.084 -0.114
C -0.219 -0.315 0.060
C -0.214 -0.061 0.091
C 0.080 -0.126 -0.225
C 0.066 0.078 -0.080
C -0.182 -0.384 -0.117
C -0.779 -0.191 0.468
C -0.195 0.624 -0.159
C -0.444 0.624 -0.251
C -0.183 0.650 0.127
H -0.094 -0.081 0.009
H 0.035 0.026 -0.165
H -0.041 0.021 0.009
H 0.091 -0.075 0.009
H -0.102 -0.076 0.071
H -0.081 -0.023 -0.058
H 0.010 0.006 0.053
H -0.067 0.023 -0.032
H 0.015 0.037 0.082
H -0.186 -0.109 -0.026
H 0.051 0.045 -0.023
H 0.225 -0.037 0.020
H -0.073 0.051 0.080
H 0.022 0.000 0.035
H 0.017 0.029 0.015
H -0.028 0.020 -0.081
H 0.169 0.036 -0.219
H 0.031 0.067 0.046
H 0.135 0.131 -0.238
H 0.116 0.018 0.185
H 0.022 -0.062 -0.103

---

For reference, largest force on an atom by record: 1.3; 4.3; 2.5; 2.0 eV/A.